Entry from the OMol25 dataset: a structure of composition C7H17NO at a distorted geometry (ωB97M-V/def2-TZVPD).

XYZ file:
```
26
Properties=species:S:1:pos:R:3:nbo_charge:R:1
C -0.04 0.32 0.67 0.41
C -0.57 -0.23 -0.56 0.19
C 1.28 -0.08 -1.32 -0.43
C -1.79 0.29 1.75 -0.78
C 0.37 1.77 0.80 -0.67
C -0.92 -1.70 -0.63 -0.65
C 2.61 -0.43 -0.68 -0.64
N -1.37 0.57 -1.38 -0.86
O 0.74 -0.53 1.47 -0.74
H 0.10 -1.09 1.93 0.49
H -1.85 0.10 -2.14 0.38
H -1.92 1.29 -0.94 0.39
H 1.29 0.92 -1.74 0.19
H 1.05 -0.78 -2.12 0.18
H -0.05 2.41 0.02 0.22
H -2.32 -0.67 1.76 0.19
H -2.42 1.06 1.31 0.19
H -1.54 0.55 2.79 0.19
H 1.46 1.86 0.77 0.23
H 0.06 2.15 1.77 0.23
H -1.00 -2.03 -1.67 0.21
H -0.16 -2.30 -0.12 0.23
H -1.88 -1.88 -0.14 0.22
H 2.95 0.34 0.00 0.20
H 3.39 -0.54 -1.45 0.21
H 2.56 -1.38 -0.14 0.21
```

Properties
**Energy relative to the best compared isomer or geometry (same formula, charge and spin)**: 400.9 kJ/mol
**2S+1**: 1
**Orbital gap**: 8.145 eV
**Net charge**: 0

Entry from the OMol25 dataset: a structure of composition C7H17NO at a distorted geometry (ωB97M-V/def2-TZVPD).

XYZ file:
```
26
Properties=species:S:1:pos:R:3:nbo_charge:R:1
C -0.71 -0.29 -0.52 0.12
C 1.40 0.99 -0.06 0.04
C 0.02 1.07 -0.72 -0.44
C -0.22 -0.91 0.81 -0.41
C -2.24 -0.09 -0.56 -0.62
C 2.41 0.13 -0.64 -0.53
C -0.78 -0.30 2.09 -0.63
N -0.26 -1.19 -1.60 -0.85
O 1.91 2.21 0.44 -0.71
H 1.29 2.56 1.09 0.46
H 1.13 -1.39 0.50 0.19
H -0.65 -2.11 -1.47 0.35
H -0.59 -0.85 -2.50 0.36
H 0.09 1.32 -1.78 0.21
H -0.55 1.85 -0.21 0.20
H -0.50 -1.96 0.81 0.21
H 1.02 0.24 0.83 0.21
H -2.58 0.58 0.22 0.21
H -2.74 -1.05 -0.44 0.21
H -2.53 0.33 -1.52 0.21
H 2.07 -1.04 -0.03 0.13
H 2.34 -0.03 -1.71 0.22
H 3.43 0.32 -0.30 0.23
H -0.24 -0.68 2.95 0.22
H -0.68 0.79 2.08 0.20
H -1.84 -0.53 2.23 0.22
```

Properties
**Energy relative to the best compared isomer or geometry (same formula, charge and spin)**: 427.7 kJ/mol
**2S+1**: 1
**Orbital gap**: 9.639 eV
**Net charge**: 0

Entry from the OMol25 dataset: the molecule C7H17NS at a distorted geometry (ωB97M-V/def2-TZVPD).

XYZ file:
```
26
Properties=species:S:1:pos:R:3:nbo_charge:R:1
C -0.85 2.84 0.87 -0.99
S -0.63 1.38 0.05 1.50
C 0.61 1.90 -1.27 -0.73
C -2.06 0.87 -0.53 -0.80
C -2.06 -0.21 -1.67 -0.63
N 0.59 0.36 0.83 -0.87
C 0.92 -1.02 0.44 -0.08
C 0.17 -2.10 1.26 -0.63
C 2.40 -1.32 0.52 -0.61
H 0.10 2.90 1.22 0.18
H -1.64 2.92 1.55 0.22
H 0.30 2.75 -1.75 0.24
H 1.59 1.83 -0.76 0.25
H 0.55 1.09 -1.96 0.21
H -2.95 1.11 0.07 0.25
H -1.53 -1.13 -1.42 0.19
H -1.70 0.26 -2.63 0.20
H -3.13 -0.43 -1.74 0.23
H 0.34 0.26 1.81 0.38
H 0.35 -1.12 -0.50 0.20
H 0.85 -2.43 2.08 0.20
H -0.77 -1.81 1.72 0.22
H 0.01 -3.00 0.67 0.22
H 2.89 -0.76 1.46 0.22
H 2.94 -0.90 -0.33 0.21
H 2.53 -2.39 0.51 0.22
```

Properties
**Energy relative to the best compared isomer or geometry (same formula, charge and spin)**: 642.9 kJ/mol
**2S+1**: 1
**Orbital gap**: 7.778 eV
**Net charge**: 0

Entry from the OMol25 dataset: a cluster of 2 separate species, C7H17NSi in total at a distorted geometry (ωB97M-V/def2-TZVPD).

XYZ file:
```
26
Properties=species:S:1:pos:R:3:nbo_charge:R:1
C -1.88 2.35 0.62 -0.41
N -1.69 0.93 0.61 -1.15
Si -1.87 -0.34 -0.31 1.79
C -2.54 -0.75 -2.06 -1.12
C -0.93 -1.81 0.43 -1.15
H -2.82 2.45 1.22 0.20
H -1.02 2.79 1.18 0.18
H -1.91 2.77 -0.42 0.17
H -1.71 -1.15 -2.46 0.23
H -3.25 -1.60 -2.05 0.25
H -2.89 0.09 -2.67 0.25
H -1.79 -2.23 1.12 0.24
H -0.40 -2.58 -0.09 0.24
H -0.20 -1.28 1.12 0.27
C 2.11 -0.34 -0.98 -0.43
C 1.93 0.17 0.20 0.02
C 2.22 -0.49 1.47 -0.66
C 1.48 1.58 0.37 -0.65
H 2.30 -1.38 -0.91 0.20
H 1.94 0.31 -1.86 0.21
H 1.51 -0.24 2.33 0.22
H 2.32 -1.54 1.39 0.21
H 3.23 -0.32 1.92 0.23
H 0.74 1.76 1.10 0.22
H 2.15 2.49 0.45 0.23
H 1.02 1.95 -0.67 0.20
```

Properties
**Energy relative to the best compared isomer or geometry (same formula, charge and spin)**: 326.2 kJ/mol
**2S+1**: 1
**Orbital gap**: 8.987 eV
**Net charge**: 0

Entry from the OMol25 dataset: a cluster of 2 separate species, C7H17O4PS in total at a distorted geometry (ωB97M-V/def2-TZVPD).

XYZ file:
```
30
Properties=species:S:1:pos:R:3:nbo_charge:R:1
C -0.85 0.12 1.21 -0.97
C 3.32 -0.27 1.26 -0.64
C 0.57 -2.41 -1.47 -0.63
C -3.52 -0.41 1.12 -0.82
C -2.84 1.85 -0.41 -0.84
C 2.95 1.19 1.39 -0.05
C 0.96 -1.07 -2.07 -0.07
O 0.27 1.85 -1.33 -1.13
O -1.99 -0.60 -1.03 -0.96
O 2.10 1.67 0.36 -0.81
O 1.68 -0.30 -1.13 -0.82
P 0.92 0.92 -0.40 2.24
S -2.13 0.25 0.13 1.77
H -0.89 1.00 1.85 0.19
H 3.77 -0.46 0.29 0.22
H 4.03 -0.53 2.04 0.22
H 2.43 -0.89 1.36 0.22
H 1.46 -2.95 -1.15 0.20
H -0.07 -2.23 -0.61 0.23
H 0.03 -3.00 -2.20 0.21
H -4.44 -0.37 0.55 0.23
H -3.27 -1.44 1.36 0.26
H -3.61 0.17 2.04 0.23
H -3.04 2.45 0.47 0.23
H -2.09 2.32 -1.04 0.29
H -3.74 1.65 -0.97 0.24
H 3.84 1.82 1.32 0.19
H 2.46 1.38 2.36 0.18
H 0.06 -0.53 -2.39 0.21
H 1.62 -1.20 -2.93 0.18
```

Properties
**Energy relative to the best compared isomer or geometry (same formula, charge and spin)**: 0.0 kJ/mol
**2S+1**: 1
**Orbital gap (spin up / spin down)**: 8.706 / 8.707 eV
**Net charge**: 0

Entry from the OMol25 dataset: a structure of composition C7H18AlBFO at a distorted geometry (ωB97M-V/def2-TZVPD).

XYZ file:
```
29
Properties=species:S:1:pos:R:3:nbo_charge:R:1
C 4.09 -1.44 0.19 -0.61
C 2.55 -1.83 0.20 -0.79
B 1.68 -0.48 0.02 0.50
O 2.35 0.78 0.29 -0.97
Al -0.34 -0.37 -0.55 0.99
C -1.37 -2.12 -0.39 -0.94
C -2.64 -2.11 0.53 -0.60
C -1.16 1.25 0.40 -0.24
F -2.34 1.02 1.17 -0.43
C -1.46 2.39 -0.63 -0.44
C -1.65 3.76 0.11 -0.62
H 4.76 -2.32 0.16 0.18
H 4.24 -0.79 -0.69 0.19
H 4.30 -0.86 1.10 0.20
H 2.35 -2.35 1.16 0.22
H 2.36 -2.55 -0.61 0.22
H 2.26 1.31 -0.50 0.49
H -0.31 0.01 -2.14 -0.41
H -1.71 -2.42 -1.40 0.19
H -0.69 -2.93 -0.05 0.19
H -3.26 -3.01 0.35 0.16
H -2.35 -2.13 1.59 0.19
H -3.28 -1.25 0.27 0.20
H -0.39 1.69 1.08 0.14
H -2.36 2.07 -1.18 0.20
H -0.58 2.43 -1.29 0.21
H -0.69 4.30 0.15 0.19
H -2.36 4.38 -0.46 0.19
H -2.01 3.57 1.13 0.21
```

Properties
**2S+1**: 1
**Orbital gap**: 7.059 eV
**Net charge**: -1

Entry from the OMol25 dataset: a cluster of 7 separate species, C7H18Cl6N4O8 in total at a distorted geometry (ωB97M-V/def2-TZVPD).

XYZ file:
```
43
Properties=species:S:1:pos:R:3:nbo_charge:R:1
C -19.41 10.42 6.04 -0.48
N -18.79 9.11 6.38 0.50
O -17.82 8.78 5.70 -0.35
O -19.45 8.28 7.08 -0.38
H -19.70 10.24 5.00 0.24
H -18.61 11.15 5.96 0.24
H -20.24 10.71 6.68 0.24
C -17.96 19.05 -0.43 -0.49
N -16.50 18.65 -0.42 0.54
O -16.05 18.27 -1.45 -0.36
O -15.91 18.73 0.65 -0.39
H -18.30 18.07 -0.11 0.24
H -18.28 19.29 -1.44 0.23
H -18.18 19.91 0.21 0.24
C -15.78 9.11 -2.63 -0.49
N -15.58 8.88 -1.18 0.53
O -15.18 9.83 -0.55 -0.37
O -15.89 7.79 -0.71 -0.37
H -15.52 10.13 -2.92 0.23
H -16.76 8.80 -3.00 0.24
H -14.99 8.53 -3.10 0.23
C -8.68 19.68 2.98 -0.49
N -7.36 20.26 2.91 0.52
O -6.96 20.68 1.86 -0.35
O -6.67 20.09 3.93 -0.39
H -9.28 20.31 3.65 0.24
H -8.64 18.62 3.23 0.24
H -9.13 19.68 1.99 0.23
Cl -9.16 11.91 -4.01 -0.04
C -8.16 11.05 -2.76 -0.38
Cl -8.80 11.32 -1.14 -0.02
H -8.12 9.98 -2.92 0.22
H -7.14 11.44 -2.83 0.22
Cl -11.42 14.23 3.82 -0.03
C -12.84 13.69 2.92 -0.40
Cl -13.93 12.77 3.99 -0.02
H -13.27 14.64 2.58 0.22
H -12.53 13.14 2.03 0.23
Cl -16.31 15.77 8.43 -0.03
C -14.67 16.36 8.06 -0.41
Cl -14.38 18.01 8.62 -0.01
H -14.03 15.59 8.49 0.22
H -14.35 16.33 7.01 0.22
```

Properties
**Energy relative to the best compared isomer or geometry (same formula, charge and spin)**: 157.8 kJ/mol
**2S+1**: 1
**Orbital gap**: 10.845 eV
**Net charge**: 0

Entry from the OMol25 dataset: a cluster of 2 separate species, C7H18ClIN3P in total at a distorted geometry (ωB97M-V/def2-TZVPD).

XYZ file:
```
31
Properties=species:S:1:pos:R:3:nbo_charge:R:1
C -0.28 0.10 -4.41 -0.60
C 0.59 -0.69 -3.40 -0.40
C -0.17 -1.75 -2.68 -0.23
C 0.39 1.74 3.52 0.17
C -1.63 0.47 3.57 -0.29
C 1.49 2.43 2.69 -0.42
C -2.76 1.51 3.55 -0.52
N -1.65 -0.31 0.72 -1.33
N 0.74 -2.26 -1.69 -0.84
N -0.46 1.02 2.89 -0.46
P -0.59 0.82 0.89 0.90
Cl 2.49 3.68 3.60 -0.07
I -2.82 3.10 4.96 0.07
H -1.09 -0.59 -4.78 0.19
H -0.72 1.00 -4.12 0.20
H 0.36 0.39 -5.22 0.20
H 1.02 0.07 -2.69 0.21
H 1.25 -1.13 -4.08 0.19
H -1.03 -1.26 -2.10 0.20
H -0.42 -2.59 -3.31 0.17
H 0.53 1.89 4.62 0.21
H 1.42 -2.82 -2.29 0.33
H -1.24 0.17 4.64 0.22
H -1.99 -0.45 2.97 0.29
H 1.01 3.06 1.85 0.26
H 2.18 1.74 2.36 0.23
H -2.91 2.03 2.62 0.24
H -3.71 1.10 3.77 0.23
H -2.63 -0.13 0.43 0.38
H 0.44 -2.83 -0.96 0.37
H 0.59 0.12 1.18 -0.11
```

Properties
**2S+1**: 1
**Orbital gap**: 7.817 eV
**Net charge**: 0

Entry from the OMol25 dataset: a structure of composition C7H18MgNO9S3 at a distorted geometry (ωB97M-V/def2-TZVPD).

XYZ file:
```
39
Properties=species:S:1:pos:R:3:nbo_charge:R:1
Mg -0.52 -1.09 -0.10 1.78
N -3.53 -2.25 -0.34 0.73
O -2.56 -1.43 -0.25 -0.71
O -4.59 -1.90 -0.88 -0.54
O -3.39 -3.35 0.19 -0.44
C 0.28 -3.55 0.04 0.87
O -0.16 -4.73 0.15 -0.71
O 0.08 -2.76 -1.00 -1.00
O -0.30 -2.80 1.03 -1.04
C 2.60 -1.36 -2.07 -0.82
S 2.67 -0.26 -0.61 1.25
O 1.44 -0.51 0.20 -1.02
C 2.39 1.28 -1.55 -0.84
H 3.22 -0.88 -2.83 0.20
H 1.55 -1.39 -2.37 0.29
H 2.93 -2.38 -1.92 0.26
H 1.39 1.32 -1.98 0.25
H 3.14 1.55 -2.28 0.22
H 2.40 2.02 -0.74 0.22
C -1.91 2.37 -0.11 -0.82
S -1.64 1.49 -1.65 1.33
O -0.64 0.43 -1.28 -1.06
C -0.78 2.87 -2.43 -0.84
H -0.97 2.65 0.36 0.23
H -2.60 1.80 0.52 0.28
H -2.47 3.30 -0.29 0.22
H -0.11 3.39 -1.75 0.22
H -1.53 3.61 -2.72 0.24
H -0.23 2.55 -3.32 0.24
C 1.08 1.19 2.79 -0.81
S -0.56 0.41 2.90 1.25
O -0.77 0.21 1.43 -1.07
C -0.06 -1.17 3.58 -0.86
H 0.96 2.14 2.27 0.22
H 1.71 0.47 2.28 0.26
H 1.49 1.35 3.79 0.21
H 0.64 -1.69 2.90 0.31
H -0.96 -1.78 3.47 0.28
H 0.31 -1.11 4.60 0.21
```

Properties
**Energy relative to the best compared isomer or geometry (same formula, charge and spin)**: 0.0 kJ/mol
**2S+1**: 1
**Orbital gap**: 4.354 eV
**Net charge**: -1

Entry from the OMol25 dataset: a structure of composition C7H18N2 at a distorted geometry (ωB97M-V/def2-TZVPD).

XYZ file:
```
27
Properties=species:S:1:pos:R:3:nbo_charge:R:1
C 1.04 -0.30 -0.71 0.05
C -0.41 -2.30 0.66 -0.43
C 0.97 -1.07 -2.01 -0.65
C 2.28 -0.58 0.11 -0.66
N -0.36 -0.90 0.25 -0.54
H -1.14 -0.71 -0.37 0.37
H 0.92 0.76 -0.89 0.23
H -0.33 -2.98 -0.19 0.19
H -1.35 -2.53 1.16 0.21
H 0.42 -2.49 1.34 0.20
H 1.78 -0.74 -2.67 0.22
H 2.37 -1.64 0.35 0.20
H 0.03 -0.90 -2.53 0.21
H 1.09 -2.15 -1.85 0.20
H 2.26 0.01 1.03 0.25
H 3.16 -0.28 -0.46 0.22
C -0.77 2.50 0.57 -0.23
C -1.92 2.08 -0.36 -0.63
C -0.55 0.36 1.62 -0.01
N 0.02 1.50 1.23 -0.67
H -1.17 3.19 1.33 0.17
H -0.06 3.09 -0.03 0.17
H 0.00 -0.16 2.41 0.16
H -1.64 0.29 1.76 0.14
H -2.34 2.96 -0.85 0.21
H -1.58 1.39 -1.12 0.18
H -2.73 1.61 0.21 0.19
```

Properties
**Energy relative to the best compared isomer or geometry (same formula, charge and spin)**: 330.4 kJ/mol
**2S+1**: 1
**Orbital gap**: 7.769 eV
**Net charge**: 0

Entry from the OMol25 dataset: a cluster of 3 separate species, C7H18N2 in total at a distorted geometry (ωB97M-V/def2-TZVPD).

XYZ file:
```
27
Properties=species:S:1:pos:R:3:nbo_charge:R:1
C -1.15 1.06 0.35 0.25
C 0.18 1.20 0.84 -0.69
C -2.32 1.04 1.29 -0.68
C -1.43 1.41 -1.08 -0.69
C -1.19 -1.39 0.09 -0.10
N -2.16 -1.76 -0.64 -0.63
H -1.97 -1.59 -1.63 0.32
H -1.25 -1.57 1.17 0.15
H 0.89 0.23 0.37 0.31
H 0.75 2.01 0.39 0.24
H 0.28 1.21 1.93 0.22
H -2.05 0.63 2.26 0.22
H -3.14 0.46 0.88 0.24
H -2.67 2.07 1.45 0.23
H -0.59 1.13 -1.72 0.23
H -2.33 0.91 -1.45 0.23
H -1.58 2.49 -1.16 0.23
C 2.56 0.01 -1.05 -0.44
C 2.19 -1.87 0.38 -0.44
N 1.58 -0.91 -0.52 -0.53
H -0.17 -1.09 -0.36 0.24
H 2.96 -2.45 -0.14 0.19
H 3.30 -0.54 -1.66 0.20
H 3.12 0.57 -0.29 0.16
H 2.07 0.73 -1.71 0.19
H 1.44 -2.58 0.73 0.20
H 2.68 -1.41 1.26 0.17
```

Properties
**Energy relative to the best compared isomer or geometry (same formula, charge and spin)**: 525.6 kJ/mol
**2S+1**: 1
**Orbital gap (spin up / spin down)**: 6.231 / 8.230 eV
**Net charge**: 0

Entry from the OMol25 dataset: the molecule C7H18N2O at a distorted geometry (ωB97M-V/def2-TZVPD).

XYZ file:
```
28
Properties=species:S:1:pos:R:3:nbo_charge:R:1
C 1.47 0.88 -0.95 -0.63
C 0.03 0.56 -0.62 -0.21
C -0.19 0.42 1.20 0.15
C 0.50 1.63 1.82 -0.64
C 0.33 -0.86 1.84 -0.65
N -1.64 0.53 1.37 -0.90
C -0.50 -0.71 -1.17 0.45
C 0.43 -1.88 -1.35 -0.66
N -0.63 0.12 -2.72 -0.92
O -1.71 -1.15 -0.70 -0.74
H 1.72 1.90 -0.64 0.21
H 2.15 0.19 -0.45 0.20
H 1.63 0.81 -2.02 0.24
H -0.65 1.40 -0.76 0.22
H 1.59 1.56 1.72 0.22
H 0.26 1.71 2.88 0.20
H 0.18 2.55 1.34 0.21
H 1.39 -1.01 1.63 0.21
H -0.22 -1.73 1.51 0.22
H 0.22 -0.82 2.94 0.21
H -2.07 -0.30 1.77 0.37
H -1.91 1.31 1.96 0.37
H 1.28 -1.61 -1.98 0.22
H -0.12 -2.68 -1.84 0.23
H 0.79 -2.25 -0.40 0.22
H -0.56 -0.62 -3.42 0.34
H -1.60 0.44 -2.73 0.34
H -2.18 -0.40 -0.25 0.50
```

Properties
**Energy relative to the best compared isomer or geometry (same formula, charge and spin)**: 173.1 kJ/mol
**2S+1**: 1
**Orbital gap**: 9.335 eV
**Net charge**: 0